The following is a quantum chemistry calculation of a 11-piece molecular cluster, C33H95O40P7S4 overall, from the OMol25 dataset.

Values from the calculation:
* orbital gap: 10.6 eV
* F_max: 5.601 eV Å⁻¹
* energy above the lowest of the compared OMol25 structures with the same formula, charge and spin: 176.36 kcal/mol
* lowest unoccupied orbital energy: 0.3 eV
* spin multiplicity: 1

Structure (XYZ):
```
179
Properties=species:S:1:pos:R:3:forces:R:3:mulliken_charge:R:1
C 9.16347 4.36537 -0.68553 -0.2511 -0.3350 0.8231 -1.09
C 7.98290 4.32682 0.28489 -0.4759 -1.5099 -1.6950 -0.26
O 8.02790 5.37794 1.20066 0.2248 0.3852 2.5789 -0.27
S 7.70406 5.14103 2.80282 -0.8505 0.2354 0.8033 1.11
C 6.64761 6.62124 2.96204 1.4507 -0.1842 -0.4307 -0.88
O 6.89345 3.95123 3.04190 1.0920 1.2489 -0.9587 -0.61
O 8.89877 5.32525 3.59671 -0.8528 -0.1315 -1.1073 -0.58
H 9.18680 5.38580 -1.06802 0.4911 -0.2887 -0.4103 0.29
H 9.03876 3.58225 -1.43337 -0.4603 0.4214 -0.4205 0.35
H 10.09623 4.04087 -0.22428 0.0948 0.6261 0.3579 0.31
H 7.06815 4.47880 -0.28802 -0.1026 0.0217 -0.1995 0.26
H 7.85460 3.33250 0.71266 0.2389 0.1552 0.5644 0.37
H 7.29511 7.42852 2.61978 -0.0538 -0.0046 -0.3317 0.32
H 6.46187 6.88590 4.00298 -0.4377 -0.6925 -0.0681 0.37
H 5.81334 6.49398 2.27219 -0.1118 0.0546 0.4924 0.30
C -0.32055 3.70528 -2.22914 0.4498 0.2383 -0.6582 -1.12
C -0.54410 2.43677 -1.42451 1.6249 -0.1899 -1.4417 -0.22
O -1.33668 2.58068 -0.26764 -0.5104 -0.9787 2.3249 -0.33
S -0.70109 1.81010 1.09993 2.9834 -1.3059 -0.1338 1.04
C 0.61549 3.02505 1.48868 -1.3124 -0.9309 0.5487 -0.87
O -1.57867 1.79808 2.26092 0.3014 0.3531 -2.4102 -0.56
O -0.00181 0.56618 0.70501 -2.0022 2.0127 0.3050 -0.58
H 0.23970 3.43972 -3.12563 0.0673 -0.6270 -0.1172 0.38
H 0.37138 4.44242 -1.82175 -0.5586 0.2141 0.6657 0.29
H -1.21110 4.14573 -2.67750 -0.2018 0.1889 0.6489 0.30
H -0.89283 1.70485 -2.15306 -0.8878 -0.2475 0.4972 0.32
H 0.42511 2.01336 -1.16098 0.1435 0.1720 0.1827 0.33
H 1.13559 2.66246 2.37531 -0.3602 -0.1422 0.1186 0.37
H -0.09599 3.80429 1.76198 0.9786 0.8969 -0.1886 0.32
H 1.39356 3.15062 0.73572 -0.7164 0.3346 -0.3424 0.31
C 5.20549 -5.86695 -1.24436 0.0966 -1.8702 2.0120 -1.01
C 5.42887 -7.38115 -0.63876 -2.1477 3.0937 -1.8653 -0.28
O 6.50206 -7.87167 -1.38728 1.2396 -1.1809 -0.7599 -0.26
S 6.44707 -9.34086 -2.07550 -0.8522 -0.6072 -0.3430 1.07
C 8.24999 -9.64561 -1.64080 0.1336 -1.2995 -1.0133 -0.91
O 5.57343 -10.17423 -1.17741 2.1550 1.7822 -2.7782 -0.59
O 6.18466 -9.21503 -3.57322 0.9843 -0.5773 5.1086 -0.58
H 4.17504 -5.55582 -1.07270 -0.1203 -0.1646 -0.4768 0.33
H 5.53641 -5.84639 -2.28271 -0.1673 0.2184 0.2422 0.31
H 5.76633 -5.23870 -0.55235 0.4245 0.3285 -0.6304 0.29
H 5.60702 -7.24118 0.42743 0.2882 -0.7784 -0.1057 0.27
H 4.53840 -7.95642 -0.89223 0.0375 -0.0934 0.6221 0.33
H 8.58937 -9.08327 -0.77091 -0.5011 0.1308 -0.3143 0.29
H 8.94664 -9.60308 -2.47803 -0.4340 1.3937 -0.4501 0.37
H 8.48606 -10.70008 -1.49771 -1.1412 -0.3754 0.7577 0.37
C 1.81489 9.13128 11.75596 0.8363 0.1471 -0.4621 -1.08
C 1.65118 7.63894 11.95138 -0.2593 1.1103 -0.3973 -0.24
O 0.25892 7.31917 11.93165 -2.0967 -0.5032 -1.5610 -0.32
S -0.61392 7.65984 10.52120 -0.0882 3.4855 1.6277 1.20
C -2.00721 6.53300 10.70023 0.1541 0.3009 0.4134 -0.90
O -1.14885 9.05072 10.64454 1.1017 -3.3467 -0.0973 -0.63
O 0.21284 7.38890 9.38072 -0.1725 -0.5173 0.3175 -0.61
H 2.85674 9.39031 11.94450 0.0603 0.1258 0.2708 0.38
H 1.15145 9.75180 12.35837 0.0405 -0.2217 0.0215 0.29
H 1.68038 9.35494 10.69767 -0.3184 0.1930 0.0574 0.34
H 2.14505 7.13822 11.11862 0.1845 -0.3572 0.3085 0.28
H 2.00387 7.33563 12.93715 -0.0523 -0.3202 -0.2147 0.32
H -2.88540 7.16118 10.84953 0.1681 0.0833 -0.1937 0.34
H -1.87833 5.95363 11.61447 0.2107 -0.1867 -0.2874 0.31
H -2.11147 5.93217 9.79679 0.2374 -0.0049 0.1947 0.33
C -5.35873 9.83867 -3.97781 -0.2581 -1.0349 0.2785 -0.57
O -5.91046 8.53266 -3.75136 -1.7787 -0.9323 1.1447 -0.29
P -7.28615 8.29855 -2.86786 3.0246 -4.4911 -1.4340 1.02
O -8.03750 9.45354 -2.52656 -1.5083 2.5868 0.4713 -0.64
O -8.00584 7.14187 -3.81736 1.2465 1.6593 0.4367 -0.36
C -8.38660 7.44753 -5.18888 -2.0161 -0.1255 -0.4143 -0.78
O -6.79802 7.41833 -1.53887 -0.2924 0.2024 -2.3862 -0.32
C -6.81571 8.01341 -0.26641 -0.8740 1.6250 1.3037 -0.69
H -5.50065 10.39544 -3.05154 0.1354 0.6140 -0.4874 0.31
H -5.86236 10.21058 -4.87007 0.1891 0.6434 0.2848 0.24
H -4.30849 9.62818 -4.17977 -0.0181 0.4401 0.0247 0.22
H -7.93040 6.95044 -6.04496 1.0955 -0.5344 0.8794 0.33
H -8.52914 8.46184 -5.56170 0.8124 0.6882 1.0900 0.31
H -9.42459 7.12333 -5.26352 -0.0882 -0.3691 0.2596 0.34
H -7.00976 9.08301 -0.34637 0.0039 0.1027 -0.1091 0.30
H -5.93669 7.94091 0.37404 0.6455 -0.5861 -0.8843 0.29
H -7.61246 7.65783 0.38692 -0.3167 -0.4918 -0.4592 0.28
C -0.34165 6.83086 -11.04442 -1.9094 -0.4667 1.7358 -0.75
O 0.94122 6.31605 -10.76460 2.8924 1.4375 -2.0958 -0.29
P 2.15880 7.35273 -11.08198 -0.3852 -0.0581 0.8221 1.06
O 3.46132 6.71694 -10.86023 -0.3150 0.2838 -0.6922 -0.69
O 1.79846 7.94383 -12.56643 0.3557 0.1202 1.4449 -0.32
C 1.69037 7.03515 -13.68391 0.7291 -0.0089 0.4464 -0.65
O 1.89825 8.56742 -10.01454 -1.0352 -2.3481 -2.7507 -0.29
C 2.83978 9.59741 -9.80851 -0.4256 -0.0558 1.8110 -0.70
H -0.96910 6.27658 -11.74240 0.5707 -0.7863 -0.0040 0.28
H -0.50664 7.85485 -11.37958 0.9467 0.2757 0.4537 0.36
H -0.62558 6.64014 -10.00948 -2.0708 0.8354 -0.2910 0.30
H 2.05053 6.06627 -13.33802 -0.5511 -0.3166 -0.3163 0.35
H 2.37795 7.33280 -14.47559 -0.0539 0.3259 0.1199 0.26
H 0.66914 7.07488 -14.06289 0.0683 -0.3325 0.1768 0.23
H 2.26846 10.51883 -9.92115 0.7351 0.2769 -0.6534 0.26
H 3.80229 9.44690 -10.29741 -0.3057 0.3270 -0.3177 0.34
H 2.96779 9.48521 -8.73188 0.7534 0.4923 0.1093 0.26
C 1.59964 -4.72337 -8.61956 -0.9858 -0.8975 1.6326 -0.63
O 1.63995 -3.58050 -9.36937 0.3217 4.5983 -1.5957 -0.29
P 1.39131 -2.04060 -8.76690 0.9837 -0.8014 0.8787 1.06
O 1.57562 -2.02557 -7.25831 -0.4792 0.3683 -3.5991 -0.69
O -0.06740 -1.51138 -9.34865 0.8596 -1.1526 0.1304 -0.32
C -1.32405 -2.14678 -8.94492 0.6226 -0.3570 2.3874 -0.69
O 2.49268 -1.11382 -9.67419 -2.5775 -1.9549 3.5343 -0.31
C 2.29716 -1.03392 -11.02107 0.1698 0.7098 -3.7387 -0.68
H 1.89620 -4.49466 -7.59592 -0.0736 -0.2793 0.1483 0.33
H 2.23441 -5.52004 -9.00748 -0.0096 0.2798 -0.3109 0.23
H 0.54399 -4.99104 -8.66507 0.0726 -0.9442 0.5081 0.25
H -2.01776 -2.57315 -9.66955 0.6907 0.6676 -0.7193 0.31
H -1.82734 -1.51813 -8.21035 -0.2425 0.9024 -0.8083 0.31
H -1.15720 -2.93816 -8.21418 0.7001 -0.6707 -0.3846 0.24
H 2.79450 -0.15589 -11.43317 0.2602 0.3080 0.5345 0.31
H 1.29429 -0.91926 -11.43241 -0.5012 -0.1338 0.8491 0.30
H 2.72893 -1.82708 -11.63146 0.1874 -0.6406 0.5646 0.27
C 1.92815 -2.65565 13.33397 -0.0389 -0.5708 1.4232 -0.63
O 2.27691 -1.42052 12.76420 -0.6223 3.5212 -0.1167 -0.30
P 1.62762 0.07281 13.17376 -2.0023 -0.3387 -2.5311 0.96
O 0.20208 0.32342 12.70976 3.2471 -0.5602 0.7304 -0.65
O 1.72944 0.11932 14.73302 1.5860 -2.1464 -0.6752 -0.26
C 1.47134 1.24292 15.46340 -1.2476 2.0276 1.3060 -0.71
O 2.70684 1.22364 12.60512 -0.7563 -2.8426 0.6334 -0.29
C 3.54936 0.80397 11.52559 1.0634 0.5092 -1.7158 -0.67
H 1.37788 -3.34626 12.69493 0.1743 0.4212 -0.5095 0.27
H 1.32589 -2.54001 14.23509 -0.0552 0.1666 0.0578 0.28
H 2.87453 -3.09505 13.64922 -0.1153 -0.3036 -0.1074 0.26
H 0.79664 0.98421 16.27946 -0.0992 -0.0810 -0.0373 0.26
H 0.95924 1.97595 14.84008 0.0221 0.2587 0.1487 0.34
H 2.34158 1.69698 15.93733 0.3373 -0.1981 -0.3893 0.25
H 3.37366 -0.17227 11.07372 -0.6671 0.0751 0.3866 0.29
H 4.62954 0.80787 11.67152 0.0209 -0.0642 1.4236 0.28
H 3.52845 1.54333 10.72496 -0.8505 0.1334 -0.0330 0.30
C 0.86597 -6.29264 6.43082 -1.8478 1.5994 1.0639 -0.74
O 2.09907 -6.80693 6.08500 1.4620 -2.6158 -0.4436 -0.29
P 2.48004 -8.16341 6.89478 0.5979 -1.6513 -1.0604 1.06
O 2.90883 -7.97476 8.27366 -0.6162 0.0576 0.0564 -0.71
O 1.22112 -9.22640 6.72127 0.9137 1.8758 1.7341 -0.32
C 0.73080 -9.50338 5.45126 0.9425 -0.4002 -1.7629 -0.71
O 3.62179 -8.84113 5.97004 -1.1802 0.8771 0.0618 -0.29
C 3.96176 -10.25431 5.87283 -0.3432 1.1258 -0.0356 -0.62
H 1.05137 -5.37406 6.98754 -0.2344 0.0150 0.1709 0.28
H 0.26125 -6.95886 7.04609 0.1409 -0.0945 0.2014 0.36
H 0.21234 -6.02096 5.60192 0.5019 -0.1831 -0.5404 0.26
H -0.05505 -8.86395 5.04918 -0.4181 0.0325 0.7127 0.28
H 0.48358 -10.56415 5.40963 -0.3507 0.1610 0.0134 0.29
H 1.55304 -9.33864 4.75492 0.0396 -0.2628 -0.4402 0.32
H 3.87854 -10.49638 4.81331 0.3982 -0.0712 0.0466 0.25
H 3.25887 -10.90202 6.39678 0.1732 0.1784 0.3553 0.31
H 4.98107 -10.27626 6.25834 -0.1771 -0.6383 -0.1372 0.25
C -10.20559 -4.65965 -2.06638 0.6333 -0.0856 -2.3897 -0.66
O -10.08585 -3.85765 -0.93477 0.0824 2.3721 1.4977 -0.27
P -10.05910 -2.22652 -1.16276 0.1131 1.8946 0.5171 1.02
O -11.32099 -1.63888 -1.70080 1.9672 -1.0930 0.6410 -0.67
O -8.65483 -1.79108 -1.94042 -1.9214 -2.3902 -0.3197 -0.32
C -8.19524 -0.48360 -2.29399 0.4779 -0.1966 0.9201 -0.62
O -9.68287 -1.64708 0.31546 -2.7636 -0.5296 -1.6604 -0.34
C -8.42939 -1.73650 0.88134 1.1005 0.0509 0.7676 -0.58
H -9.29278 -4.37364 -2.58895 -0.2468 -0.6933 -1.0896 0.29
H -11.10438 -4.47863 -2.65588 0.0038 0.6933 -0.0060 0.30
H -10.23819 -5.74654 -1.99087 0.3967 0.1069 1.3654 0.26
H -7.14239 -0.57569 -2.02727 -0.0051 0.7493 0.6121 0.24
H -8.79144 0.22756 -1.72225 0.4905 0.3702 -0.1321 0.30
H -8.10454 -0.19329 -3.34070 -1.0767 -0.6445 -0.3186 0.26
H -8.47932 -1.55331 1.95467 -0.5133 -0.4772 0.1403 0.25
H -7.82603 -0.88141 0.57659 0.5039 -0.4364 -0.6638 0.23
H -8.05159 -2.73941 0.68251 0.7629 0.3112 0.1211 0.30
C -3.87668 -9.78231 -6.65200 0.5512 -1.4778 -0.8189 -0.70
O -2.82911 -9.71641 -5.63248 -1.1491 1.1058 -0.0423 -0.26
P -3.21550 -9.25242 -4.16557 4.1526 1.1885 1.5506 1.00
O -4.53786 -9.54576 -3.68281 -1.6135 -0.1928 0.1851 -0.67
O -2.72898 -7.64721 -4.03400 -0.9851 -3.7469 -3.5439 -0.26
C -2.95073 -6.94364 -2.90446 0.5330 1.1153 3.2546 -0.68
O -1.99226 -9.96339 -3.28392 -1.1126 -0.0621 -0.7187 -0.33
C -2.22444 -11.26465 -2.66087 -0.3381 -0.0771 -0.1196 -0.63
H -4.91439 -9.77117 -6.31863 0.3314 0.3843 0.5533 0.34
H -3.70761 -10.76552 -7.09112 -0.2028 -0.1840 0.1037 0.26
H -3.72177 -9.13719 -7.51683 0.2467 0.7195 0.6520 0.28
H -3.93958 -6.89900 -2.44808 -0.5019 -0.4041 -0.6773 0.30
H -2.63169 -5.90787 -3.02067 0.0892 -0.0624 -0.3499 0.25
H -2.31780 -7.38772 -2.13615 0.1492 0.2393 0.4608 0.28
H -1.46559 -12.03705 -2.78595 0.7811 0.7219 -0.7970 0.28
H -3.10738 -11.74582 -3.08157 -0.3462 0.3368 0.3956 0.29
H -2.24932 -11.16610 -1.57563 -0.5864 0.4010 -0.0918 0.25
```
Positions in Å, forces in eV/Å.